(1)
Formula: C3H5Br2Cl
Source: the Open Molecules 2025 dataset
Level of theory: ωB97M-V/def2-TZVPD

XYZ file:
```
11
Properties=species:S:1:pos:R:3
C 1.25041 -0.36967 -0.63314
C 0.87759 0.61045 0.37068
C -1.57481 0.06170 0.50665
Cl -2.30319 -0.12524 2.11120
Br -1.54809 -1.66768 -0.52263
Br -2.30929 1.38271 -0.57967
H 0.37363 -0.42167 -1.32320
H 1.55722 -1.26727 -0.13813
H 2.11157 -0.18541 -1.32686
H 0.52947 1.68932 0.16457
H 1.03551 0.29274 1.37053
```

Summary:
- spin multiplicity = 3
- <S²> = 2.01
- LUMO level (alpha / beta) (Ha) = -0.0005 / -0.0763
- energy relative to the best compared isomer or geometry (same formula, charge and spin) (kJ/mol) = 100.9

Table of Mulliken atomic charges, one value per atom, all in e: -0.563 -0.857 0.044 -0.105 -0.064 0.058 0.165 0.267 0.279 0.395 0.381

(2)
Formula: C61H71MoN3O4PSiTe
Source: the Open Molecules 2025 dataset
Level of theory: ωB97M-V/def2-TZVPD

XYZ file:
```
143
Properties=species:S:1:pos:R:3
Mo 0.86946 0.88363 -1.22758
O 1.72999 2.28271 -2.40083
C 2.68281 2.19199 -3.30332
C 3.20831 3.38738 -3.82271
C 4.18822 3.37738 -4.79066
C 4.68687 2.17342 -5.29324
C 4.18315 0.99413 -4.79649
C 3.19379 0.96980 -3.80074
C 2.74525 -0.33015 -3.36424
N 1.91993 -0.55938 -2.41091
N 1.64561 -1.89548 -2.13537
C 0.78470 -1.98571 -1.16905
O 0.26157 -0.96052 -0.55232
C 0.29535 -3.32661 -0.76571
C 0.74540 -4.47459 -1.41509
C 0.26224 -5.71555 -1.03721
C -0.66614 -5.82116 -0.00635
C -1.12111 -4.67966 0.63554
C -0.64725 -3.43395 0.25143
H 2.80873 4.31710 -3.43760
H 4.56839 4.31845 -5.16892
H 5.45100 2.16759 -6.05779
H 4.54859 0.04703 -5.17679
H 3.15392 -1.20214 -3.87076
H 1.46934 -4.37776 -2.21235
H 0.61335 -6.60592 -1.54310
H -1.03146 -6.79449 0.29586
H -1.83175 -4.75680 1.44874
H -1.00227 -2.53785 0.74363
C -2.22029 4.92478 -0.18295
C -1.60874 3.73361 -0.92684
C -0.68085 4.26437 -2.02033
P -0.79759 2.42495 0.10694
C 0.13275 3.19279 1.50699
C 1.22089 4.13264 0.98113
C -0.66029 3.86467 2.62697
C -2.15269 1.43360 0.89600
C -2.60262 0.28232 -0.00339
C -3.39064 2.21825 1.33574
H -2.79775 5.51572 -0.89758
H -1.44100 5.57435 0.21747
H -2.88439 4.64588 0.62988
H -2.41816 3.18482 -1.42211
H 0.13348 4.85305 -1.59305
H -1.25485 4.91612 -2.68139
H -0.24205 3.46995 -2.61727
H 0.62277 2.31765 1.94467
H 0.79433 5.08840 0.67252
H 1.75904 3.71737 0.12703
H 1.94113 4.33692 1.77649
H -1.17942 4.76048 2.28919
H 0.03627 4.16257 3.41443
H -1.38426 3.19055 3.08004
H -1.65610 1.00701 1.77647
H -3.06577 0.66211 -0.91562
H -3.35146 -0.31255 0.52531
H -1.78227 -0.36793 -0.29056
H -3.90128 2.64854 0.47198
H -3.17772 3.01592 2.04308
H -4.08998 1.52788 1.81230
C 4.34869 1.64288 0.59650
C 2.96580 1.26323 1.05815
O 2.68315 1.11393 2.22838
N 2.04484 1.08122 0.04049
Te 0.88267 -1.27310 2.91642
C 0.47759 -3.24492 3.62523
C -0.48865 -3.44999 4.62403
C -1.25332 -2.32025 5.26000
C -0.74381 -4.74283 5.07021
C -0.07499 -5.84284 4.55208
C -0.35061 -7.23089 5.06245
C 0.86712 -5.62180 3.56113
C 1.16115 -4.34591 3.08599
C 2.21391 -4.26315 2.01024
C 1.58060 -0.56460 4.79919
C 2.73979 -1.12626 5.35514
C 3.54862 -2.18420 4.65731
C 3.17073 -0.69431 6.60597
C 2.49654 0.28581 7.31839
C 2.98021 0.74473 8.66715
C 1.36629 0.84332 6.74184
C 0.89596 0.43923 5.49534
C -0.34828 1.12081 4.98756
H 5.03276 0.82925 0.84082
H 4.67318 2.52414 1.14907
H 4.37520 1.83740 -0.47354
H -1.50157 -1.54836 4.53133
H -0.65931 -1.84410 6.04448
H -2.17534 -2.68886 5.71027
H -1.49296 -4.89097 5.84147
H -1.33990 -7.29622 5.51495
H 0.38028 -7.51693 5.82218
H -0.29177 -7.96557 4.25892
H 1.39310 -6.46857 3.12989
H 3.18127 -4.57816 2.40968
H 2.33048 -3.26267 1.60309
H 1.96068 -4.93717 1.19083
H 3.69376 -1.93981 3.60430
H 3.04332 -3.15133 4.69753
H 4.52403 -2.29124 5.13166
H 4.06858 -1.13321 7.02837
H 3.87092 0.19736 8.97339
H 2.21362 0.59576 9.42952
H 3.22521 1.80837 8.65461
H 0.82910 1.62450 7.27190
H -0.28443 2.19451 5.16409
H -0.50784 0.95377 3.92511
H -1.23077 0.75250 5.51775
O -0.62153 0.76592 -2.53931
Si -1.62421 0.64821 -3.81379
C -2.90779 2.03206 -3.85639
C -2.66213 3.23500 -4.52209
C -3.58304 4.27510 -4.50248
C -4.77790 4.13255 -3.81250
C -5.05632 2.93743 -3.16176
C -4.13257 1.90272 -3.19145
C -0.59624 0.74658 -5.37876
C -0.70379 -0.19384 -6.40482
C 0.07365 -0.09286 -7.55190
C 0.97259 0.95488 -7.69325
C 1.09318 1.90259 -6.68573
C 0.31356 1.79437 -5.54368
C -2.58248 -0.96003 -3.76176
C -2.15919 -2.00563 -2.94375
C -2.83652 -3.21644 -2.90049
C -3.96102 -3.40082 -3.69171
C -4.40157 -2.37437 -4.51864
C -3.72025 -1.16560 -4.54865
H -1.73763 3.36496 -5.07279
H -3.36735 5.19715 -5.02835
H -5.49653 4.94241 -3.79410
H -5.99636 2.80871 -2.63929
H -4.37958 0.96758 -2.70064
H -1.39217 -1.02560 -6.30273
H -0.02011 -0.83527 -8.33481
H 1.58050 1.03162 -8.58627
H 1.80010 2.71754 -6.78201
H 0.41878 2.53602 -4.75899
H -1.28626 -1.86129 -2.32411
H -2.48376 -4.00736 -2.24843
H -4.49658 -4.34170 -3.66455
H -5.27939 -2.51564 -5.13694
H -4.08220 -0.37118 -5.19347
```

Summary:
- spin multiplicity = 2
- <S²> = 0.76
- LUMO level (alpha / beta) (Ha) = -0.0331 / -0.0256
- energy relative to the best compared isomer or geometry (same formula, charge and spin) (kJ/mol) = 0.0

Here are the Mulliken charges for atoms 1 to 99, given in e: -1.779 0.596 -0.382 -0.591 -0.712 -0.875 -0.732 1.230 -0.572 1.104 -1.336 -0.786 1.050 1.114 -0.549 -0.966 -0.553 -1.022 0.467 0.424 0.423 0.408 0.411 0.362 0.459 0.416 0.434 0.374 0.343 -1.886 2.557 -1.566 1.384 2.378 -1.561 -1.568 1.824 -0.962 -1.953 0.484 0.326 0.327 -1.025 0.478 0.555 -0.160 -1.139 0.322 0.118 0.489 0.155 0.518 0.258 -0.589 -0.381 0.878 -0.199 0.268 0.347 0.533 -1.372 1.091 -0.580 -0.656 0.790 0.206 0.593 -1.498 -0.864 0.560 -1.664 -0.872 1.426 -2.137 0.485 0.727 -1.491 -1.079 0.702 -1.565 -0.918 1.040 -1.342 0.378 0.360 0.147 0.035 0.278 0.486 0.400 0.386 0.282 0.389 0.410 0.538 0.032 0.442 0.141 0.203